C21H16CoO2S4 as an isolated structure, computed with ωB97M-V/def2-TZVPD.

Each line ends with the Mulliken charge.
Positions of all 44 atoms, in Å:
1 Co 1.239 -2.370 0.113  -0.018
2 S 3.126 -3.312 -0.869  -0.248
3 S 3.965 -4.541 0.465  -0.013
4 S 3.349 -4.097 2.342  -0.014
5 S 1.685 -3.022 2.321  -0.226
6 O -1.987 -4.609 -0.688  -0.712
7 C -1.663 -3.496 -0.306  0.201
8 O -0.488 -2.984 -0.373  -0.484
9 C -2.695 -2.612 0.378  -0.280
10 C -3.996 -3.077 0.539  -0.435
11 C -4.955 -2.283 1.154  -0.474
12 C -4.619 -1.015 1.613  -0.319
13 C -3.322 -0.546 1.454  -0.683
14 C -2.364 -1.343 0.839  0.541
15 H -4.230 -4.066 0.169  0.447
16 H -5.966 -2.652 1.276  0.372
17 H -5.366 -0.394 2.092  0.360
18 H -3.054 0.442 1.807  0.399
19 H -1.353 -0.982 0.704  0.134
20 C 2.683 4.668 1.001  -0.391
21 C 2.594 4.010 -0.221  -0.646
22 C 2.367 2.643 -0.272  -0.100
23 C 2.215 1.892 0.897  0.539
24 C 2.327 2.567 2.114  -0.474
25 C 2.551 3.935 2.172  -0.490
26 C 1.977 0.424 0.906  -0.609
27 C 1.369 -0.340 -0.009  -0.776
28 C 0.722 0.218 -1.224  0.629
29 C -0.396 1.051 -1.134  0.527
30 C -1.043 1.513 -2.271  -0.931
31 C -0.585 1.158 -3.534  -0.403
32 C 0.523 0.327 -3.640  -0.752
33 C 1.158 -0.145 -2.500  0.130
34 H 2.859 5.736 1.037  0.360
35 H 2.707 4.567 -1.143  0.381
36 H 2.312 2.146 -1.231  0.420
37 H 2.228 1.996 3.031  0.369
38 H 2.626 4.429 3.134  0.354
39 H 2.350 -0.068 1.804  0.324
40 H -0.752 1.337 -0.150  0.540
41 H -1.912 2.152 -2.169  0.375
42 H -1.092 1.514 -4.422  0.371
43 H 0.887 0.031 -4.616  0.390
44 H 2.015 -0.804 -2.593  0.313

Cartesian forces (eV/Å) of the 2 atoms listed first:
Co 0.04 0.28 0.09
S 0.05 -0.04 -0.10

Output
* 2S+1: 5
* DFT total energy: -3935.954624 a.u.
* HOMO-LUMO gap (alpha / beta): 0.275 / 0.225 Eh
* highest occupied orbital energy (alpha / beta): -0.1780 / -0.1936 hartree
* relative energy (zero: lowest compared OMol25 entry of this formula, charge and spin): 14.7 kcal/mol
* total charge: -1